# C29H32CdNO4S

C29H32CdNO4S as an isolated structure at a distorted geometry (ωB97M-V/def2-TZVPD, the Open Molecules 2025 dataset).

```
! RIJCOSX wB97M-V def2-TZVPD def2/J DEFGRID3
* xyz -1 1
Cd -0.065 0.144 0.706
S -1.516 0.744 2.978
O -0.388 0.718 -2.044
O -2.862 0.229 2.960
O -0.447 -0.316 2.858
O -1.226 1.840 2.012
N -1.089 0.894 -4.124
C 0.152 2.340 8.546
C -2.429 -0.499 -2.590
C 1.456 0.250 -5.299
C -1.168 0.362 5.610
C 2.467 -0.459 1.456
C -0.623 2.608 4.826
C -0.051 -3.102 0.682
C -1.058 -2.348 1.334
C -0.224 2.938 6.115
C 1.292 1.405 -4.528
C 2.128 1.070 -0.271
C -1.103 1.317 4.596
C 2.025 0.889 1.167
C -1.790 -1.619 0.323
C 2.620 -0.137 -0.824
C -1.233 0.384 -2.883
C 2.740 -0.259 -5.538
C -3.472 -2.699 -2.022
C 2.416 2.057 -4.004
C 2.826 -1.069 0.227
C -0.769 0.715 6.886
C 3.862 0.393 -5.013
C -2.122 -1.993 -2.237
C -0.223 -2.956 -0.716
C 3.697 1.549 -4.238
C -0.088 1.956 -4.312
C -1.387 -2.670 -3.401
C -0.288 2.005 7.153
C -1.334 -2.109 -0.953
H 0.689 -3.729 1.176
H -2.706 -1.053 0.476
H 0.467 3.383 8.612
H -0.562 3.314 4.005
H 0.346 -3.475 -1.488
H 4.567 2.062 -3.821
H -0.662 2.175 9.267
H -2.993 -0.050 -1.757
H 2.871 -0.290 -1.872
H 0.570 -0.246 -5.703
H -3.088 -0.497 -3.476
H -4.060 -2.694 -2.946
H 4.862 0.005 -5.210
H -3.316 -3.741 -1.725
H -0.820 -0.017 7.693
H -1.521 -0.646 5.399
H 2.260 2.959 -3.407
H 3.246 -2.066 0.117
H -1.963 -2.548 -4.329
H -0.385 -2.246 -3.549
H 1.990 2.016 -0.794
H 2.569 -0.882 2.455
H -1.793 0.736 -4.833
H -0.413 2.526 -5.187
H 1.870 1.682 1.897
H -1.315 -2.400 2.389
H -0.083 2.620 -3.440
H -4.058 -2.205 -1.239
H 0.990 1.700 8.862
H 0.156 3.941 6.334
H 2.850 -1.163 -6.141
H -1.290 -3.742 -3.202
*
```

Properties
Gap between HOMO and LUMO in Ha: 0.2211
Relative energy (zero: lowest compared OMol25 entry of this formula, charge and spin) in kJ/mol: 0.0
Molecular weight in u: 603.1
Electronic energy in eV: -55672.834